Computed, not measured: 2 unconnected molecules or ions with the total composition C6H13O2 at a distorted geometry, with ωB97M-V with the def2-TZVPD basis set.

```
! wB97M-V def2-TZVPD RIJCOSX def2/J DEFGRID3
* xyz -1 1
C 2.9531 -0.6306 0.8415
O 3.5210 -0.2286 1.8470
C 1.2728 -0.2688 0.9364
C 0.7173 -0.5805 -0.3815
C -0.7985 -0.8081 -0.2539
C -1.5787 0.0564 -0.8694
C -3.1103 0.1429 -0.9044
H 3.0761 -1.5853 0.6539
H 3.1193 -0.1761 -0.1173
H 0.7048 -0.7485 1.7610
H 1.2368 0.7026 1.2717
H 0.8360 0.2871 -1.0922
H 1.1663 -1.4642 -0.9192
H -1.1163 -1.5584 0.4317
H -1.0306 0.7821 -1.4072
H -3.5591 0.9208 -1.4212
H -3.4204 0.2680 0.0872
H -3.4570 -0.8715 -1.2811
H -0.1275 1.2530 0.6539
H 0.0504 2.3737 -0.2828
O -0.4555 2.1339 0.4459
*
```

Relative energy (zero: lowest compared OMol25 entry of this formula, charge and spin) (kcal per mole): 116.26
Orbital gap (eV): 5.69
Energy (Eh): -386.7743
LUMO energy (eV): 3.52

=====

Computed, not measured: 3 unconnected molecules or ions with the total composition C6H13O2 at a distorted geometry, with ωB97M-V with the def2-TZVPD basis set.

```
! wB97M-V def2-TZVPD RIJCOSX def2/J DEFGRID3
* xyz -2 2
C -1.8132 -0.3544 -1.3694
O -2.6991 0.1440 -0.4287
C -0.2729 0.0712 -1.1694
C 0.3101 -0.3608 0.1775
C 1.5113 0.5191 0.7579
C 3.9108 0.5638 -0.5694
C 2.8995 0.0990 0.3382
H -1.8657 -1.4392 -1.6410
H -2.0780 0.1946 -2.3051
H -0.1730 1.0808 -1.5661
H 0.2275 -0.5046 -1.9770
H 0.5944 -1.3998 -0.0658
H -0.5015 -0.3445 0.8954
H 1.5601 0.1441 1.8018
H 1.3450 1.6098 0.8426
H 2.6244 1.0142 -1.3530
H 4.2523 1.6046 -0.3320
H 2.9037 -0.9953 0.6396
H -2.7745 -0.3207 1.0424
H -2.3496 0.1313 2.4491
O -2.7032 -0.6566 2.0202
*
```

Relative energy (zero: lowest compared OMol25 entry of this formula, charge and spin) (kcal per mole): 129.20
Orbital gap (alpha / beta) (eV): 4.89 / 6.10
Energy (Eh): -386.5999
LUMO energy (alpha / beta) (eV): 6.62 / 6.60

=====

Computed, not measured: a molecular structure, C6H13O3Pm at a distorted geometry, with ωB97M-V with the def2-TZVPD basis set.

```
! wB97M-V def2-TZVPD RIJCOSX def2/J DEFGRID3
* xyz 2 5
C 2.8557 1.1408 0.0225
O 1.6425 0.4570 -0.2865
C 1.5518 -0.8585 0.2472
C 0.3636 -1.5114 -0.4284
O -0.0960 -2.5940 0.2877
C -1.4766 -2.7191 -0.0304
C -1.9539 -1.2703 -0.0365
O -0.7543 -0.5642 -0.3992
H 2.7410 2.1756 -0.3161
H 3.0303 1.1174 1.1067
H 3.6886 0.6627 -0.5095
H 1.3876 -0.8130 1.3338
H 2.4708 -1.4139 0.0178
H 0.5802 -1.7835 -1.4756
H -1.9586 -3.3261 0.7412
H -1.5990 -3.1820 -1.0215
H -2.2483 -0.9103 0.9562
H -2.7424 -1.0718 -0.7694
Pm -0.2572 1.6829 -0.7783
C -1.6399 3.4658 0.2160
H -1.5339 3.5160 1.3134
H -1.3394 4.4529 -0.1763
H -2.7125 3.3470 -0.0149
*
```

Relative energy (zero: lowest compared OMol25 entry of this formula, charge and spin) (kcal per mole): 0.00
Orbital gap (alpha / beta) (eV): 7.51 / 8.05
Energy (Eh): -1069.8044
LUMO energy (alpha / beta) (eV): -9.18 / -8.65

=====

Computed, not measured: a molecular structure, C6H13O3Si at a distorted geometry, with ωB97M-V with the def2-TZVPD basis set.

```
! wB97M-V def2-TZVPD RIJCOSX def2/J DEFGRID3
* xyz -1 1
C 1.7720 -0.3015 0.0049
C 2.9618 -0.0653 0.9441
C -1.4363 1.7903 0.5552
C -1.8970 -1.1152 1.0287
C -1.2729 -0.5392 -1.7919
C 0.9588 0.8144 -0.8014
O 2.0226 -1.3664 -0.8439
O 0.6326 -0.6591 0.8377
O 1.4461 1.7149 -1.4565
Si -0.7059 0.0549 0.0145
H 3.7305 -0.7668 0.7418
H 3.3824 0.9237 0.5531
H 2.5328 0.2211 1.9486
H -2.3966 1.9090 0.0039
H -1.5993 1.6720 1.6834
H -0.7224 2.5852 0.2883
H -1.8785 -2.1044 1.3272
H -1.7916 -0.6283 2.0973
H -2.9320 -0.7852 0.6906
H -1.2693 0.3255 -2.4077
H -0.5466 -1.3132 -2.0865
H -2.1771 -0.9711 -1.8515
H 1.1859 -1.3956 -1.4799
*
```

Relative energy (zero: lowest compared OMol25 entry of this formula, charge and spin) (kcal per mole): 36.25
Orbital gap (eV): 7.09
Energy (Eh): -751.6369
LUMO energy (eV): 3.84

=====

Computed, not measured: 2 unconnected molecules or ions with the total composition C6H13O4PS at a distorted geometry, with ωB97M-V with the def2-TZVPD basis set.

```
! wB97M-V def2-TZVPD RIJCOSX def2/J DEFGRID3
* xyz -2 1
C 0.8756 0.7128 -2.5926
C 0.2382 2.2631 0.8383
C -0.5849 -2.4169 1.8868
C 1.4243 -0.0425 -1.4318
C 0.0956 0.7953 1.3169
C -0.1669 -0.2112 0.2835
O -1.4964 -1.1741 -1.9080
O -2.6646 -0.8721 0.3731
O -2.0079 1.2097 -1.0632
O 1.7855 -1.8263 0.9545
P -1.7359 -0.2649 -0.7146
S 0.3559 -1.8697 0.4012
H 0.8704 1.7494 -2.3589
H -0.3263 0.4435 -2.5953
H 1.2555 0.6062 -3.6461
H -0.5117 2.2092 0.1201
H 1.2246 2.6496 0.5569
H 0.0427 2.9172 1.6846
H -1.5496 -1.7907 1.4866
H -0.1555 -2.2119 2.8876
H -0.7147 -3.5273 1.8854
H 1.6262 -1.0617 -1.4998
H 2.1083 0.5172 -0.7516
H -0.8749 0.7865 1.8182
H 0.8865 0.4097 2.0684
*
```

Relative energy (zero: lowest compared OMol25 entry of this formula, charge and spin) (kcal per mole): 17.83
Orbital gap (eV): 6.20
Energy (Eh): -1276.8380
LUMO energy (eV): 5.84

=====

Computed, not measured: 2 unconnected molecules or ions with the total composition C6H13O6PS at a distorted geometry, with ωB97M-V with the def2-TZVPD basis set.

```
! wB97M-V def2-TZVPD RIJCOSX def2/J DEFGRID3
* xyz -2 1
C -2.3627 2.7838 0.0349
C -0.3569 -1.8427 -0.4011
C 3.3529 -1.5065 0.8008
C -1.5901 1.6369 0.8895
C -0.5073 -0.4480 0.2089
C -1.6120 0.3221 0.1864
O -3.2639 -1.8401 -0.2959
O -4.3068 0.4264 0.3679
O -3.1345 0.1712 -1.9452
O 4.6102 1.8193 -0.4737
O 3.8003 -0.0993 -1.7713
O 3.9933 -0.2914 0.9593
P -3.2274 -0.3372 -0.3482
S 3.5780 0.7525 -0.5684
H -3.4582 2.5475 -0.2315
H -1.8907 2.9236 -1.0272
H -2.3832 3.7571 0.5919
H -0.0661 -2.5274 0.3698
H -1.2280 -2.3033 -0.7975
H 0.4205 -1.8958 -1.1571
H 2.7087 -1.7850 -0.0312
H 2.6939 -1.7068 1.6677
H 4.2116 -2.2754 1.0039
H -0.5475 1.9987 1.1598
H -2.1710 1.4697 1.7828
H -2.3591 -0.3550 -2.3800
H 0.4074 -0.2014 0.6389
*
```

Relative energy (zero: lowest compared OMol25 entry of this formula, charge and spin) (kcal per mole): 0.00
Orbital gap (eV): 7.94
Energy (Eh): -1427.4889
LUMO energy (eV): 5.79

=====

Computed, not measured: a single C6H13P molecule at a distorted geometry, with ωB97M-V with the def2-TZVPD basis set.

```
! wB97M-V def2-TZVPD RIJCOSX def2/J DEFGRID3
* xyz 0 1
C 1.9819 0.2793 -0.7612
C 1.0469 0.1366 0.2630
C -0.5112 -0.5551 0.7076
C 1.4819 0.6156 1.5461
C -0.8059 -1.8610 0.1234
C -1.4935 0.7744 -1.6370
P -1.7403 0.7199 0.2242
H 2.7352 1.0317 -0.8414
H 1.7540 -0.3650 -1.6815
H -0.5887 -0.6822 1.8241
H 0.6308 0.9924 2.0813
H 2.1666 1.4006 1.4502
H 1.9524 -0.1978 2.0227
H -0.4099 -2.6593 0.7126
H -0.6575 -1.8944 -1.0040
H -1.9022 -1.8933 0.3104
H -1.4690 1.7008 -2.2469
H -2.5374 0.3153 -2.0217
H -0.5568 0.2096 -1.8022
H -1.0775 1.9318 0.7302
*
```

Relative energy (zero: lowest compared OMol25 entry of this formula, charge and spin) (kcal per mole): 66.14
Orbital gap (eV): 9.54
Energy (Eh): -577.6304
SMILES: C=C(C)[C@H](C)PC
LUMO energy (eV): 1.00

=====

Computed, not measured: 3 unconnected molecules or ions with the total composition C6H13P at a distorted geometry, with ωB97M-V with the def2-TZVPD basis set.

```
! wB97M-V def2-TZVPD RIJCOSX def2/J DEFGRID3
* xyz 0 1
C 2.3965 0.7956 -0.1516
C -5.5716 -1.7945 -0.0714
C -5.2133 -1.1105 1.0382
C 2.6066 1.8688 0.8586
C 1.9512 2.0115 -2.3945
C 2.3350 -2.0053 0.7139
P 2.0784 -0.6433 -0.8362
H -6.5607 -2.1797 -0.2985
H -4.9501 -1.4778 -0.9248
H -4.2176 -0.5253 1.0485
H -5.5902 -1.1800 2.1077
H 1.5971 2.5672 1.0071
H 2.8880 1.5255 1.7754
H 3.4143 2.6458 0.4497
H 2.0173 2.7621 -1.6843
H 0.9763 1.6972 -2.6361
H 2.8233 1.7359 -2.9354
H 1.3980 -2.5998 0.8461
H 3.1213 -2.6683 0.4926
H 2.5004 -1.4248 1.5951
*
```

Relative energy (zero: lowest compared OMol25 entry of this formula, charge and spin) (kcal per mole): 149.37
Orbital gap (alpha / beta) (eV): 8.16 / 8.15
Energy (Eh): -577.4977
LUMO energy (alpha / beta) (eV): 0.13 / 0.47

=====

Computed, not measured: a single C6H13PS molecule at a distorted geometry, with ωB97M-V with the def2-TZVPD basis set.

```
! wB97M-V def2-TZVPD RIJCOSX def2/J DEFGRID3
* xyz 0 1
C 0.4929 -1.2352 -0.1216
C -0.1318 -0.3701 -1.2712
C 1.8583 -0.4348 0.1384
C -1.6716 -0.4047 -1.0894
C 1.3847 0.6679 0.9068
C 1.1763 1.8724 0.3467
P -1.9912 0.3364 0.6446
S 0.9432 0.5285 2.4937
H -0.1271 -1.2433 0.8499
H 0.7474 -2.3038 -0.4152
H 0.1175 0.6758 -1.1110
H 0.0624 -0.7057 -2.3413
H 2.5358 -1.1588 0.5888
H 2.2403 -0.3761 -0.8458
H -2.1546 0.2869 -1.8007
H -1.9649 -1.3942 -1.0564
H 1.3184 2.1376 -0.7216
H 0.5086 2.4614 0.8884
H -2.6382 1.6108 0.3210
H -3.4448 -0.1625 1.1316
H 0.7382 -0.7885 2.4642
*
```

Relative energy (zero: lowest compared OMol25 entry of this formula, charge and spin) (kcal per mole): 50.37
Orbital gap (eV): 9.11
Energy (Eh): -975.8238
SMILES: C=C(S)CCCCP
LUMO energy (eV): 0.85

=====

Computed, not measured: 2 unconnected molecules or ions with the total composition C6H14, with ωB97M-V with the def2-TZVPD basis set.

```
! wB97M-V def2-TZVPD RIJCOSX def2/J DEFGRID3
* xyz 0 1
C -1.2528 0.0734 1.8271
C -0.9161 0.5402 0.4189
C 1.0485 -0.4782 -1.1158
C -1.3730 -0.5725 -0.5836
C 1.2287 0.9261 -1.5512
C 1.6761 -0.8396 0.1739
H -0.5756 -0.7357 2.1332
H -2.2725 -0.3206 1.8461
H -1.1690 0.8755 2.5665
H -1.4840 1.4330 0.1382
H 0.1159 0.8998 0.4555
H -2.4403 -0.6162 -0.3663
H -1.2752 -0.3829 -1.6591
H -0.9839 -1.5860 -0.4170
H 0.3933 1.2969 -2.1608
H 2.0571 0.7792 -2.2598
H 1.5097 1.7041 -0.8195
H 1.1810 -1.6813 0.6766
H 1.9160 -0.0599 0.9194
H 2.6160 -1.2553 -0.2223
*
```

Relative energy (zero: lowest compared OMol25 entry of this formula, charge and spin) (kcal per mole): 106.68
Orbital gap (eV): 8.60
Energy (Eh): -236.8414
LUMO energy (eV): 0.78